Density functional theory data (wB97M-V/def2-TZVPD) for 3 unconnected molecules or ions with the total composition C6H15NO2.

Each line ends with the Löwdin charge.
CARTESIAN COORDINATES (ANGSTROEM)
C: 1.07 2.23 -1.73  0.025
C: 1.52 1.63 -0.64  -0.156
C: 0.81 0.55 0.10  -0.401
N: 0.24 1.18 1.22  0.093
C: 0.84 -0.75 -0.19  -0.326
C: 0.60 -1.68 0.93  -0.076
C: 1.56 -1.05 -1.53  -0.045
H: 1.44 3.10 -2.04  0.001
H: 0.21 1.90 -2.36  0.087
H: 2.43 1.97 0.05  0.163
H: 0.51 2.18 1.30  0.100
H: 0.28 0.64 2.07  0.077
H: 0.65 -1.35 1.93  0.049
H: 1.49 -2.38 1.05  0.098
H: -0.28 -2.42 0.69  0.117
H: 1.81 -2.09 -1.53  0.051
H: 0.76 -0.88 -2.30  0.091
H: 2.52 -0.48 -1.66  0.089
O: -2.41 -0.88 -0.65  -0.070
H: -2.82 -0.19 -1.19  0.062
H: -1.70 -0.32 -0.19  0.059
O: -2.75 -0.72 2.02  -0.054
H: -3.41 -0.05 2.04  0.014
H: -2.64 -0.70 1.07  -0.048

HOMO energy = -7.92 eV
charge = 0
SMILES string = C=CC(N)=C(C)C.O.O
LUMO level = 0.024 Ha